260
Properties=species:S:1:pos:R:3:forces:R:3 method="wB97M-V/def2-TZVPD" energy_ev=-123424.1383 orbital_gap_ev=8.60
C -3.999 -3.133 4.459 0.747 -0.582 -2.323
H 4.264 2.322 4.435 -0.436 -0.636 -1.198
H -0.154 3.738 -6.773 -0.082 -1.215 0.671
H 3.949 7.607 -0.194 -0.429 0.566 -0.256
H -2.080 6.570 0.079 -0.148 0.007 0.278
H 3.367 -3.855 -0.828 -0.690 0.262 -0.081
H 5.470 3.401 -4.521 0.158 -0.102 -0.096
H -4.582 4.348 3.107 0.746 0.678 0.533
H 3.965 2.861 -3.865 -0.312 -0.153 0.286
H -2.313 2.714 -0.596 0.996 -0.762 0.692
C -3.599 -8.222 -3.705 1.500 -0.330 1.488
H 0.157 3.375 -0.529 0.258 -0.186 -0.510
H 4.659 -2.419 0.261 0.547 0.359 -1.323
O 4.898 1.458 -4.983 -1.028 -0.768 0.094
O 1.944 5.467 -0.364 0.432 -2.243 -1.167
H 2.581 1.986 -6.457 0.040 0.228 0.323
H -5.348 4.565 -3.298 0.740 -0.460 -0.257
H 6.382 0.055 -5.222 -0.252 -1.050 0.550
H -0.390 -3.558 0.843 -0.593 0.533 -1.252
H -5.255 2.301 -4.366 -1.147 -0.501 -1.382
H -1.952 0.259 -0.290 -0.099 -1.253 -1.679
H 2.494 4.334 3.543 0.360 -0.359 -0.445
C 1.754 -2.064 9.161 0.481 -0.805 -1.516
H -2.651 2.856 -3.074 0.751 0.177 0.534
H 2.910 -0.619 -3.697 0.404 0.885 0.401
O 2.296 2.277 3.740 0.558 0.164 -0.471
N 2.565 2.983 -6.267 -2.121 0.930 0.153
H -2.590 -8.664 -3.557 -0.427 0.046 -0.959
H -2.012 -3.092 0.155 1.054 0.385 -0.129
C 4.035 6.585 -0.524 0.851 0.113 0.177
C 4.574 2.813 -4.758 0.433 0.339 0.178
H 6.381 -6.171 -3.104 0.100 0.333 -0.452
H 1.012 -1.136 7.324 -0.103 -0.048 0.552
H -1.230 5.537 4.145 0.244 -0.010 0.367
C -0.610 0.860 -2.607 1.485 1.846 -0.697
H -2.393 -1.756 -4.969 -0.118 0.225 -0.421
N 4.813 -0.053 2.832 1.532 -0.328 -0.015
H 7.009 0.041 -0.846 -0.235 -0.398 0.340
C 2.913 5.937 -1.297 -0.039 -0.887 2.165
H 7.554 -5.853 -4.463 0.213 -0.617 -0.082
H 0.557 1.657 -0.364 0.247 -0.013 -0.051
C 2.650 0.568 -0.797 -0.916 0.447 0.835
O -0.331 1.770 -5.999 -0.378 -2.521 0.177
H 4.360 6.052 0.386 -0.569 -0.343 -0.476
C -2.918 4.310 4.483 0.719 0.018 1.279
N 0.347 9.969 -2.432 0.824 0.186 0.948
H 0.757 1.008 5.181 -0.067 -0.296 0.468
C -2.756 -7.088 0.988 -1.374 2.512 -0.842
C 6.055 -0.191 -1.339 0.694 1.894 -0.783
H -1.927 5.987 5.699 -0.361 -0.477 -0.217
C -6.228 2.716 1.434 -0.099 0.651 0.734
C 0.557 -2.921 5.818 -0.817 -0.409 0.289
C 0.994 -5.785 -3.695 -0.688 -1.137 0.700
C 0.002 3.058 -5.859 2.164 3.412 -0.851
C -5.440 -2.410 -3.567 0.092 1.566 1.459
H -0.457 -3.805 10.834 -0.213 -0.235 -0.059
C -5.119 3.633 -2.749 -0.778 1.359 0.679
N 2.891 -1.461 -4.223 0.252 0.090 -0.511
O -4.098 1.559 1.771 0.235 0.391 0.169
H 4.843 6.482 -1.220 1.085 0.697 -0.067
H -2.339 -0.276 6.359 0.231 -0.666 1.132
H -5.844 -2.486 -2.530 0.524 -0.170 -0.683
O 7.232 -4.259 -3.363 0.416 0.033 0.821
C 6.795 -2.218 -2.120 1.219 -2.192 -0.239
C -4.663 2.449 -3.517 1.425 0.503 0.395
O -2.372 3.156 3.806 -1.511 0.088 -0.316
H -3.535 3.994 5.361 0.303 -0.060 -0.558
C -4.340 -3.056 2.865 1.218 -2.122 2.398
C 3.848 3.509 -5.920 0.708 -2.090 0.707
H 1.842 0.294 -1.437 -0.780 0.362 -0.444
H 3.102 -1.204 -5.196 -0.509 -0.356 0.472
H 1.817 -6.186 -3.064 -0.208 0.177 -0.464
H 1.296 -2.431 5.180 -0.263 0.059 -0.076
H -1.732 -7.380 0.741 -0.167 -0.409 0.359
H 2.573 -1.733 7.145 1.310 0.132 0.093
O 3.760 0.037 -1.387 1.193 -0.116 0.413
H 2.807 4.190 -2.583 -0.044 0.021 -0.124
H -2.459 -5.720 -3.768 -0.330 0.397 -0.808
N 1.179 -3.201 7.121 -1.731 -0.923 -0.048
H 1.302 -3.707 11.088 0.530 -0.384 -0.263
C 2.067 3.452 3.011 -0.173 1.094 1.346
H 2.421 6.558 -2.004 -0.254 1.010 -0.753
H 2.385 0.110 0.184 0.472 0.289 -0.155
H -1.161 0.870 2.371 0.168 -0.217 0.092
H -2.190 -1.354 1.552 -0.502 -0.241 -0.266
H 0.276 -2.357 11.573 0.016 -0.602 -0.088
N -2.812 -2.307 4.752 -1.723 0.866 0.611
N -1.952 0.886 0.456 0.917 0.966 0.522
H -1.351 10.525 -0.444 -0.349 0.433 0.052
N 5.751 -1.577 -1.401 -1.121 -0.538 -0.437
H -5.886 3.662 0.960 0.527 -0.466 0.869
H -2.891 1.648 -4.337 0.265 -0.371 0.134
C 1.670 -1.970 7.654 -1.178 1.147 -0.228
H -0.967 0.375 -7.345 1.420 0.875 0.094
H 1.573 -3.919 -0.415 0.750 0.448 -0.266
O -3.381 -6.565 -0.239 0.563 -1.709 -0.198
H 0.226 11.327 -0.036 -0.285 0.348 -0.134
C -0.894 -2.901 0.038 -0.985 -2.001 1.793
C 3.631 0.344 3.547 0.121 -0.091 0.017
H 4.831 0.239 0.430 0.020 0.262 -1.041
H -4.375 3.825 -1.973 -0.147 0.242 0.097
H -2.767 1.099 5.377 0.678 -1.070 -0.471
H -7.155 2.617 0.892 -0.661 -0.566 0.027
O -3.512 -1.427 -2.495 -0.666 0.888 -1.029
H -4.165 -8.440 -0.966 0.293 0.828 0.006
C -3.483 -1.710 -5.007 0.612 -2.528 1.927
H -2.382 -8.202 -1.078 -1.243 0.726 -0.595
H -5.789 -3.209 -4.146 -0.546 -1.200 -0.938
H 2.300 -2.325 -1.012 0.333 -1.568 0.312
C -0.976 0.373 1.415 0.192 0.551 -0.012
C -0.101 1.127 -7.238 -2.000 -1.734 1.145
H -2.036 -2.488 4.137 0.147 -0.568 -0.088
O -0.318 2.201 -2.163 -0.074 0.356 0.279
H 6.857 1.568 -4.334 -0.007 -0.432 0.105
C 1.916 -3.669 -4.104 -0.558 1.421 -1.186
H 5.927 -5.187 -4.637 0.369 -0.699 0.909
H -6.959 0.203 0.890 0.053 -0.277 0.616
O 0.859 -4.407 -3.572 -0.459 0.539 0.458
C 0.469 -1.745 -4.884 2.162 0.811 0.032
H -3.011 3.289 -4.763 -0.484 0.215 0.471
H 6.606 1.497 -6.071 0.292 0.197 -0.077
H -6.506 -4.868 1.195 1.043 0.670 -0.083
H 1.581 2.992 -4.375 -0.146 -0.494 0.584
H 1.783 -4.293 2.229 0.609 -0.291 -0.592
H -5.250 1.455 0.028 0.336 0.273 0.663
H -3.831 -4.226 4.693 -0.201 1.211 -0.121
C -1.686 5.121 5.059 -1.133 0.602 -1.881
H 2.502 -2.887 9.271 -0.317 0.644 0.826
H -0.944 4.534 5.558 0.167 -0.694 0.278
H -0.848 5.855 1.136 0.162 -0.839 0.765
C 3.513 4.753 -1.979 0.634 0.480 -1.324
O -5.102 -4.180 2.502 0.472 -0.889 0.760
C -3.224 2.596 -3.934 -0.021 -0.343 -1.173
H -0.283 -5.886 3.230 0.884 -0.286 0.047
H -4.366 5.844 3.933 -1.248 2.088 1.436
H -3.299 5.466 2.621 -0.080 -0.326 0.893
O -0.629 -4.042 4.047 1.533 2.285 1.502
H 4.026 2.194 2.586 0.010 -0.019 0.586
H 0.072 0.602 1.073 -0.813 -0.306 0.600
H 0.923 -1.946 -5.854 -0.433 0.415 -0.531
H 1.393 9.144 -0.621 -0.958 0.168 -0.638
H 6.978 -1.736 -3.067 0.499 0.618 -0.499
H -2.249 -5.605 -2.149 -0.180 0.016 -0.003
H 1.427 4.507 -5.178 0.313 -0.883 -0.657
N -2.429 -6.234 -2.921 0.317 -0.920 1.013
C -3.571 -7.119 -2.647 -0.288 0.351 0.806
H -1.582 0.561 -2.266 -0.163 -0.892 0.543
C 1.633 -2.133 -3.953 -0.347 -1.621 0.188
H 4.664 -0.900 2.285 0.310 -0.090 0.418
H 3.394 -4.782 1.433 -0.033 -0.491 0.398
H -0.594 3.470 -5.080 -0.872 0.327 0.712
H 2.184 -1.946 1.219 0.668 -1.363 0.266
O -0.555 -1.581 0.299 0.066 -0.126 -1.016
H -6.487 2.820 2.543 0.518 0.080 -1.432
H -0.660 -1.454 2.399 0.144 -0.430 -0.327
C -0.174 2.355 -0.756 -0.908 -0.101 0.341
H -0.398 -2.319 5.913 1.179 -0.116 -0.155
H -5.436 -0.625 1.115 0.004 0.043 0.417
C 0.370 9.394 -1.038 -0.451 1.048 0.059
H -0.251 1.863 -7.959 0.210 1.035 -1.794
H -0.674 2.012 5.240 0.303 -1.105 0.751
H 2.891 -3.943 -3.755 0.569 -0.148 1.053
H -4.942 -2.255 2.620 -0.819 2.381 -0.327
H -0.396 0.811 6.622 0.315 0.094 -0.225
C -3.392 -7.657 -1.191 0.724 -0.253 -0.337
H -2.764 -6.185 1.648 0.070 -1.101 -0.283
C -0.507 8.165 -1.062 1.293 -0.472 -1.375
H -3.363 -3.019 2.354 -0.257 -0.043 -0.165
H -0.352 10.039 0.967 -0.155 -0.269 -0.128
C -5.346 1.505 1.148 -0.465 -0.029 -1.111
H -5.008 -4.065 0.413 -0.859 -0.060 0.792
H -3.139 2.725 3.316 1.275 0.471 0.529
H 1.098 -6.036 -4.729 0.687 -0.363 -0.895
O -4.699 1.300 -2.657 -1.880 -0.775 -0.292
C -5.742 -4.040 1.281 0.078 -1.696 -1.231
H 2.069 -1.086 9.552 -0.138 -0.429 0.486
H 0.784 9.335 -3.103 -0.182 -0.088 0.339
C 2.823 -4.009 1.934 -1.494 0.436 2.401
C -3.211 -0.889 4.524 0.403 -0.721 0.159
H -5.650 1.003 -2.683 1.417 0.312 0.387
H 1.005 -4.917 5.003 -0.779 0.649 0.325
H -0.698 0.994 -3.689 0.082 -0.295 0.056
C -1.491 2.199 0.020 -1.770 1.272 -0.892
H -3.382 -3.191 -3.442 -0.630 0.459 -0.144
H 4.890 -1.609 -2.008 0.973 -0.228 0.904
H -3.195 -0.708 3.438 0.105 0.664 0.304
H 7.763 -2.298 -1.543 -1.018 0.299 -0.441
H 2.040 -3.813 -5.208 -0.437 -0.218 0.272
C 0.412 -3.166 10.822 -0.505 2.157 -0.132
H -1.717 -5.763 4.188 -0.196 0.177 -0.024
C 4.898 0.506 -0.664 0.330 -0.457 -0.180
H 4.468 3.370 -6.775 0.726 0.266 -0.839
H 6.024 -4.199 -1.582 0.855 0.287 -0.853
H 0.048 -6.313 -3.419 0.627 0.771 0.247
H 4.932 1.593 -0.790 0.198 0.070 0.195
H 6.255 0.179 -2.408 -0.628 0.021 1.165
H 3.828 4.527 -5.634 -0.414 1.301 -0.066
H -4.251 -0.770 4.838 0.028 0.066 0.091
C -3.940 -2.238 -3.618 1.127 -0.375 0.838
H -3.866 -2.506 -5.668 0.157 0.864 -0.444
H 1.348 -1.886 -2.917 0.221 -0.352 -0.185
C -6.035 0.208 1.502 -0.575 0.049 -1.675
C 2.836 -2.859 0.990 0.513 1.258 -0.248
C 1.437 3.394 -5.367 0.537 0.026 -0.439
O -0.982 0.019 4.793 -1.865 0.150 1.142
C 6.731 -5.467 -3.887 -0.726 0.974 -0.803
H -0.357 7.552 -1.964 0.468 -0.009 -0.187
H -3.456 -7.837 1.361 0.643 -0.341 0.322
C -1.139 -1.108 1.466 0.746 0.678 1.571
O 4.223 -2.455 1.099 -0.702 0.474 0.755
C -0.352 10.406 -0.059 1.716 -0.764 -0.754
H -0.503 -4.750 5.980 -0.148 -0.225 0.090
C 6.243 1.102 -5.115 0.419 2.094 -0.937
C 6.330 -3.612 -2.513 -1.168 -0.558 1.045
H 2.320 -0.528 5.066 1.298 0.301 0.262
C -3.825 5.075 3.534 0.874 -2.485 -2.649
H -4.304 -9.043 -3.617 -0.439 0.232 0.411
C -2.346 0.039 5.348 0.175 1.153 -2.224
H -1.475 2.756 0.955 0.362 0.432 0.038
C 2.493 -3.290 -0.432 -0.240 1.030 -0.229
H 5.656 -0.116 3.438 -0.987 -0.176 -0.698
H 1.586 6.204 0.063 -1.124 1.940 1.057
O -0.184 7.411 0.050 -0.967 -1.272 1.025
H 0.842 0.589 -7.312 0.163 0.193 0.038
C -1.042 6.245 0.173 0.269 1.016 -2.147
H -3.751 -7.737 -4.642 0.276 0.041 -0.931
H 3.951 4.116 -1.252 0.267 -0.804 0.824
H 5.372 -3.516 -3.036 -0.226 0.246 -0.256
H -6.241 0.133 2.549 -0.160 -0.231 0.688
H -0.414 -2.318 -4.815 -0.865 -0.784 0.477
H 2.769 0.101 2.885 0.415 0.077 0.399
H -1.537 8.447 -1.183 -0.888 0.278 0.643
H -1.564 -4.970 2.572 -0.133 0.072 0.495
H 2.800 1.665 -0.685 -0.650 -0.430 -0.012
C 0.125 -4.245 5.244 0.829 -0.534 -0.869
C -1.052 -5.185 3.525 -1.689 -2.337 -1.874
H -4.512 -6.555 -2.734 -0.093 -0.089 0.472
H -3.809 -0.723 -5.159 -0.669 1.187 -0.619
H -5.820 -1.471 -3.976 -0.483 -0.018 -0.117
H 3.877 -1.449 4.791 -0.902 1.114 -0.296
H 0.325 0.295 -2.403 -1.323 -0.541 0.088
H 1.016 3.655 3.097 -0.786 -0.112 -0.522
C 3.427 -0.398 4.887 -1.465 -2.476 -2.072
H -6.296 -3.138 1.262 -0.589 1.261 -0.226
H 2.428 3.416 1.985 -0.113 -0.054 -0.135
H -3.430 1.096 1.176 0.160 0.490 0.460
H -6.076 3.466 -2.272 -0.246 -0.444 0.405
H -4.846 -2.716 5.011 0.137 -0.408 0.108
H 0.944 10.806 -2.465 -0.484 -0.344 0.126
H 3.956 -0.072 5.718 0.710 1.479 1.606
H 0.392 -3.520 7.748 1.249 0.462 -0.804
O 0.461 -2.508 9.536 0.445 -0.524 1.363
H 3.272 -3.706 2.937 -0.155 -0.450 -1.400
H -0.643 -3.235 -0.963 0.436 0.299 -0.097
C 3.653 1.869 3.576 -0.434 0.096 1.143
H 4.384 5.133 -2.574 -0.921 -0.542 -0.022
C -0.277 0.981 5.540 0.132 1.747 -1.108
H -0.870 5.544 -0.704 0.127 0.489 1.203
H 0.269 -0.682 -4.724 -0.155 -0.109 -0.435
H -3.961 -0.549 -2.613 0.670 -0.743 0.260